DFT (the ωB97M-V functional and the def2-TZVPD basis) results for a molecular structure, C37H30N3NiOP2Se in a non-equilibrium geometry.

The geometry in XYZ format:
```
75
Properties=species:S:1:pos:R:3:forces:R:3:mulliken_charge:R:1
H 5.84488 -2.30714 -3.17290 -0.004 -0.001 0.001 0.44
C 2.80191 0.97926 -0.28102 -0.051 0.000 0.021 -0.08
C -3.38476 1.64316 0.88615 -0.072 -0.032 -0.053 -0.54
C -3.01410 -1.99197 0.34926 0.798 0.006 -0.504 0.04
C -2.10385 -1.67990 -0.77500 -1.104 0.105 -0.453 0.06
C 3.48556 1.88282 0.51429 0.016 0.008 0.010 -0.69
N -0.86332 0.99423 -2.41837 0.224 0.084 0.015 0.08
H -0.68512 2.15758 5.54253 0.007 -0.001 -0.001 0.45
Ni -0.71690 -0.66786 -0.95823 1.164 0.264 0.641 -0.45
H -1.33568 4.19991 -4.69522 0.007 -0.016 -0.016 0.49
H 1.52134 -1.47889 5.04180 -0.008 -0.001 0.006 0.48
O -2.09557 -1.87373 -1.97092 -0.228 -0.567 0.276 -0.59
P -1.22269 -0.18946 1.20485 -0.771 0.764 -0.725 3.03
H 0.63878 -1.69321 2.75753 -0.017 0.027 0.012 0.31
H 4.74868 -3.23006 -5.18763 0.001 0.011 -0.001 0.41
C 3.01516 -0.69127 1.42435 0.097 -0.056 -0.016 -0.51
C -4.06670 -2.88980 0.32028 -0.255 -0.102 0.087 -0.67
H -4.32221 -3.41062 -0.59290 0.004 0.004 0.006 0.57
H 4.44743 2.21705 2.40671 0.009 -0.007 -0.008 0.41
H 3.67801 2.88355 0.14851 -0.003 -0.003 0.006 0.45
C -3.04134 3.96077 0.33520 0.001 -0.002 -0.016 -0.74
H -4.96728 3.07435 0.66169 0.002 -0.007 -0.003 0.43
H -3.14959 3.35224 -3.18699 -0.006 -0.017 0.010 0.46
H 2.86796 -1.70020 1.78679 -0.025 0.021 0.018 0.39
H -3.43994 4.94938 0.14816 0.004 -0.004 -0.005 0.41
H -0.99573 4.56214 0.06627 -0.004 -0.003 0.001 0.47
C 2.76289 -2.88357 -4.45181 0.012 0.013 0.017 -0.64
H 2.27832 -3.27671 -5.33609 0.006 -0.005 0.004 0.43
C -1.96026 1.68792 -2.45417 -0.251 0.258 -0.119 -0.17
C 4.14933 -2.85284 -4.36935 0.001 0.007 0.004 -0.55
H -1.55950 1.96033 3.25958 -0.014 -0.011 -0.012 0.40
C -4.38437 -2.44664 2.66765 -0.039 0.001 0.070 -0.66
N 1.27434 0.75844 -3.37343 0.014 0.048 0.030 -0.20
H 4.48767 -1.46030 -1.30222 -0.015 -0.018 0.005 0.41
C 0.14441 1.41672 -3.27545 -0.238 -0.279 0.281 0.25
C 2.60983 -1.89428 -2.25558 -0.123 -0.048 -0.108 0.79
C 3.92397 1.50728 1.77965 -0.013 0.010 -0.014 -0.58
C -1.66778 3.74413 0.29230 -0.006 0.005 -0.011 -0.66
C 2.55234 -0.32209 0.16632 -0.068 0.105 -0.030 0.18
H -5.58032 -3.81676 1.52452 -0.006 -0.003 0.010 0.43
H -4.06479 0.83291 1.11993 0.011 0.006 0.034 0.43
C 0.84749 -0.72734 4.65190 -0.019 0.032 -0.015 -0.79
C 3.69321 0.21852 2.22888 -0.002 -0.019 -0.033 -0.66
H -4.92359 -2.63952 3.58616 -0.002 -0.008 -0.009 0.45
C -0.39090 1.31534 4.93048 0.009 -0.006 -0.011 -0.71
C 3.99772 -1.86328 -2.18134 0.038 0.069 0.067 -0.57
C -2.01383 1.42057 0.84116 0.048 0.045 0.308 0.16
C -4.76014 -3.11286 1.50359 0.138 0.106 -0.105 -0.64
H -2.76391 1.35530 -1.80578 0.017 0.032 0.028 0.69
P 1.52177 -1.41117 -0.87755 0.248 -0.090 0.139 1.36
H -0.08435 2.31585 0.48809 -0.001 -0.007 0.035 0.47
C -1.22117 3.31879 -4.07858 0.274 -0.077 -0.053 -0.62
C 1.99851 -2.40022 -3.40140 -0.021 0.025 -0.025 -0.61
N 1.03284 2.86016 -4.89189 0.069 -0.135 0.060 -0.81
C -2.19122 2.85889 -3.26450 -0.012 -0.289 0.203 -1.15
H 0.91580 -2.39858 -3.47808 0.006 -0.012 0.013 0.30
C -0.51401 0.12142 2.84573 0.278 -0.506 -0.025 0.94
C -1.15692 2.48089 0.53738 0.012 0.003 -0.033 -0.28
C -3.89835 2.90989 0.62351 0.052 -0.021 -0.008 -0.74
H 2.46063 1.27996 -1.26367 -0.029 -0.006 -0.008 0.25
C 0.47526 0.35619 5.43568 0.001 0.001 0.009 -0.68
Se 2.24698 1.60601 -4.57965 0.057 0.072 -0.066 0.28
H 0.96038 -2.88760 0.98882 -0.016 -0.022 -0.035 0.42
H 4.04284 -0.08657 3.20683 -0.003 -0.002 -0.003 0.45
H 0.99911 -3.72176 -0.56785 -0.006 -0.012 0.023 0.41
C -0.88854 1.20206 3.63987 0.017 0.063 -0.029 -0.69
C 0.00738 2.57593 -4.11566 -0.260 0.279 -0.139 0.69
C -2.64228 -1.30424 1.49812 0.188 -0.120 0.323 -0.33
H -3.04376 -1.03335 3.59275 -0.010 -0.018 0.006 0.53
C 1.51396 -2.98819 0.05439 -0.067 -0.049 -0.031 -1.51
C 0.35319 -0.84174 3.36329 -0.025 -0.015 0.028 -0.30
C 4.76498 -2.33707 -3.23756 -0.023 -0.001 -0.024 -0.67
C -3.32692 -1.54225 2.67941 -0.032 0.086 -0.046 -0.48
H 0.85792 0.45173 6.44331 0.002 0.004 -0.004 0.41
H 2.51893 -3.35864 0.25716 0.016 0.033 -0.011 0.49
```
Positions in Å, forces in eV/Å.

E_HOMO: -10.6 eV
Total charge: +1
Orbital gap: 7.05 eV
E_LUMO: -3.5129 eV
ΔE to the lowest compared entry with this formula, charge and spin: 0.7592 eV

***

DFT (the ωB97M-V functional and the def2-TZVPD basis) results for a molecular structure, C37H31AsBCoN8O2S2.

The geometry in XYZ format:
```
83
Properties=species:S:1:pos:R:3:forces:R:3:lowdin_spin:R:1
H -1.79651 3.36474 5.28680 -0.009 0.005 -0.016 0.00
C -2.56121 0.17160 0.72428 -0.077 0.030 -0.093 0.00
S 0.56067 -1.18712 -1.65990 -0.028 -0.014 -0.141 0.61
H -2.28144 -3.79900 -4.62337 0.013 -0.002 0.008 0.00
C -3.96074 -1.29403 2.02173 -0.003 0.015 0.000 0.00
H -4.51617 -1.49480 2.92858 0.005 0.002 -0.008 0.00
C 6.38886 -1.64170 -0.29481 -0.006 -0.036 -0.039 0.00
C -1.69383 2.79326 3.21845 0.048 -0.019 0.057 0.00
H 2.57416 1.93049 -3.34507 -0.001 -0.008 0.018 0.00
C -1.82573 4.62686 -2.39635 0.000 0.007 -0.008 0.00
B 3.23110 -0.14511 0.86071 0.049 0.074 0.002 0.00
H 2.26526 3.12236 3.85886 0.012 -0.030 -0.007 0.00
C 3.25753 0.79511 -1.57612 0.011 -0.009 -0.004 0.01
C 4.20666 2.01383 3.77417 0.006 0.005 -0.020 0.00
C -2.02833 2.68489 -0.99066 0.095 -0.048 0.029 0.00
C 0.70600 -3.83977 -2.16061 -0.011 -0.010 -0.004 0.09
O -2.49231 -6.36581 -4.55065 -0.002 -0.004 -0.016 0.02
C -1.00950 -2.61225 -3.36303 0.002 -0.017 0.001 0.08
H 2.68711 -2.97051 1.39339 -0.028 0.043 -0.004 0.00
H -4.34115 2.62069 -3.45392 0.006 0.004 -0.006 0.00
C -3.23337 -1.95961 -0.16996 -0.003 -0.003 -0.014 0.00
C -1.40331 3.88871 -1.30257 -0.070 0.086 -0.002 0.00
C -3.51123 2.97396 -2.85641 0.020 0.052 -0.021 0.00
H 0.76848 -5.94351 -2.51042 -0.005 0.019 -0.001 0.00
C 0.58640 -2.50999 2.02933 0.017 -0.044 0.010 0.00
C 2.46516 1.65692 -2.31062 0.023 -0.006 0.027 0.01
S -0.15338 1.94842 3.43155 0.136 0.086 0.100 0.00
C -1.33281 -6.23474 -4.29122 0.037 0.034 0.001 0.01
C 0.06522 -2.61922 -2.44951 -0.021 -0.011 0.066 0.06
N 4.41443 -0.96651 0.42942 -0.033 -0.120 0.150 0.00
O -0.44669 -7.21411 -4.55763 0.065 0.009 0.029 0.00
C -0.01431 -1.25773 2.02890 -0.039 -0.002 0.031 0.01
H 1.52580 -3.83866 -1.45345 -0.001 0.005 -0.008 0.00
C -3.50511 3.56541 1.82178 -0.042 -0.028 -0.047 0.00
H 7.44419 -1.71435 -0.49299 -0.022 -0.007 0.005 0.00
C 2.91248 2.38148 3.42302 0.043 -0.016 0.025 0.00
H -2.01144 -0.55833 -1.22660 0.057 0.008 0.011 0.01
H 5.43168 -3.40669 -1.30205 0.002 0.020 0.015 0.00
H 0.65505 2.74599 -1.58811 0.083 -0.088 -0.001 0.00
C -3.45871 4.12455 4.15381 0.054 -0.023 0.042 0.00
H -1.49173 -1.67099 -3.59503 0.008 -0.008 0.005 0.00
C 1.48426 2.08007 -1.41839 0.074 0.090 -0.034 0.00
N 2.49694 1.64104 2.39331 0.034 -0.012 -0.004 0.00
N 1.68841 1.52488 -0.22394 -0.248 -0.093 0.114 0.00
H -3.30930 0.63036 2.69368 -0.001 0.010 0.001 0.00
C 0.28344 -5.00776 -2.76480 0.002 0.002 -0.016 -0.01
H -3.21974 -2.68057 -0.97818 0.006 0.003 0.012 0.00
N 3.50928 0.80912 2.05418 -0.058 0.049 -0.046 0.00
H -4.46098 -3.16939 1.10821 0.013 0.017 -0.003 0.00
H -3.98124 3.61085 0.84924 0.002 0.003 0.000 0.00
C 5.35750 -2.50605 -0.71227 -0.011 -0.001 -0.004 0.00
N 2.01589 -0.98688 1.31165 0.014 -0.033 -0.127 0.00
H 6.13705 0.22539 0.86694 -0.015 0.010 0.036 0.00
C -3.09056 2.22989 -1.76144 0.000 -0.022 -0.036 0.00
C -2.87865 4.16658 -3.17719 -0.002 -0.048 0.011 0.00
N 4.17620 -2.09610 -0.29043 0.100 -0.024 0.059 0.00
Co 0.76616 1.52828 1.50413 -0.137 0.024 -0.216 0.00
H -3.20863 4.74141 -4.03245 -0.001 -0.003 0.013 0.00
C 4.53890 1.00676 2.89041 -0.049 0.043 0.025 0.00
H 4.81457 2.41943 4.56314 -0.015 -0.009 -0.009 0.00
H 5.43378 0.41615 2.82556 0.017 -0.032 -0.010 0.00
H 0.46035 -6.91772 -4.40458 -0.096 -0.013 -0.014 0.00
C -3.28167 -0.09028 1.88625 -0.017 -0.017 0.004 0.00
H -1.33715 5.56238 -2.63433 -0.011 0.001 -0.006 0.00
C -4.07274 4.20810 2.91059 -0.033 0.021 -0.018 0.00
C -2.32099 2.86103 1.98658 -0.051 0.012 -0.124 0.00
H 0.14544 -3.44485 2.32738 0.011 0.020 -0.004 0.00
C -0.79128 -4.98586 -3.65420 0.020 -0.019 0.025 0.10
H -1.00651 -0.96989 2.33136 0.100 -0.042 0.004 0.00
N 0.85332 -0.35156 1.58038 -0.047 0.040 0.026 0.01
H -3.90245 4.62016 5.00770 0.009 -0.009 -0.010 0.00
N 2.77205 0.73591 -0.32825 0.133 0.040 -0.011 0.00
C 1.87208 -2.29078 1.57278 -0.008 -0.054 0.007 0.00
H 4.11881 0.21083 -1.85767 -0.021 0.018 0.007 0.00
C -2.27417 3.41961 4.31654 -0.060 0.047 0.055 0.00
C 5.74398 -0.67120 0.42162 -0.067 0.087 -0.141 0.00
C -2.54961 -0.76069 -0.31007 0.004 0.032 0.030 0.01
H -4.99024 4.76884 2.79205 0.016 -0.009 0.002 0.00
As -1.49992 1.78652 0.63150 0.036 -0.117 0.209 0.00
H -0.59599 4.26781 -0.68494 -0.018 0.023 0.029 0.00
C -1.44043 -3.78467 -3.94273 -0.023 0.007 -0.007 -0.02
H -3.60255 1.30999 -1.51229 0.011 0.008 0.009 0.00
C -3.93085 -2.23188 0.99926 -0.001 -0.001 -0.009 0.00
```
Positions in Å, forces in eV/Å.

E_HOMO (alpha / beta): -10.9 / -10.9 eV
Total charge: +1
Multiplicity: 2
Orbital gap (alpha / beta): 6.71 / 6.31 eV
E_LUMO (alpha / beta): -4.1509 / -4.5448 eV
ΔE to the lowest compared entry with this formula, charge and spin: 0.7590 eV

***

Question: What is the total charge in the second record?
Answer: +1

***

Question: Among the records above, which one has the highest ΔE to the lowest compared entry with this formula, charge and spin?
Answer: C37H30N3NiOP2Se